Computed, not measured: C54H40F4GaN2O3P2SbTe as an isolated structure, with ωB97M-V with the def2-TZVPD basis set.

```
! RIJCOSX wB97M-V def2-TZVPD def2/J DEFGRID3
* xyz 0 1
Ga -0.05403 -1.06013 0.36618
Te 3.15775 2.62301 -1.08583
C 4.11604 3.74181 0.54946
C 5.34449 3.25896 0.93202
C 6.02765 3.90823 1.95794
N 5.53501 4.98020 2.58878
C 4.38317 5.50853 2.12941
C 3.62255 4.91441 1.13047
C 2.12346 1.39974 0.20944
P 2.68454 -0.30191 0.21944
C 4.17353 -0.54572 -0.73180
C 4.06721 -0.67505 -2.13560
C 5.22424 -0.83620 -2.89725
C 6.47037 -0.90407 -2.27589
C 6.56270 -0.82092 -0.89334
C 5.43518 -0.66759 -0.11600
C 3.19999 -0.67799 1.90064
C 3.37791 -1.99034 2.31287
C 3.47292 -2.29700 3.67040
C 3.45090 -1.29532 4.62317
C 3.43996 0.02255 4.18535
C 3.30335 0.35615 2.85271
P 0.36125 1.69898 0.21138
C -0.12212 2.10179 1.88709
C -1.48719 2.05543 2.22802
C -1.87735 2.15219 3.56381
C -0.93409 2.42022 4.55833
C 0.41546 2.56499 4.21853
C 0.79246 2.47068 2.88139
C -0.14405 3.11505 -0.74752
C -0.25266 4.38985 -0.12693
C -0.64324 5.48039 -0.89592
C -0.92796 5.31981 -2.25331
C -0.84090 4.07253 -2.86041
C -0.43288 2.98656 -2.11217
H 5.78486 2.34317 0.48668
H 6.97961 3.55219 2.29217
H 4.03474 6.42699 2.61942
H 2.66494 5.32589 0.83063
H 3.07330 -0.62096 -2.63074
H 5.15205 -0.90569 -3.97094
H 7.35957 -1.08773 -2.87045
H 7.54916 -0.93280 -0.45615
H 5.54120 -0.59879 0.98634
H 3.36658 -2.76444 1.56773
H 3.54303 -3.34332 3.96670
H 3.40536 -1.54237 5.68023
H 3.62486 0.84380 4.88233
H 3.26657 1.40976 2.57917
H -2.23132 1.82532 1.46316
H -2.90582 1.92334 3.85334
H -1.25590 2.55997 5.56617
H 1.19221 2.84105 4.93778
H 1.82987 2.72378 2.58838
H -0.04981 4.54554 0.93756
H -0.70280 6.48466 -0.46419
H -1.25233 6.16778 -2.83109
H -1.11092 3.94687 -3.92365
H -0.32867 2.00653 -2.58038
F -9.25321 0.29501 -0.47539
C -7.94205 0.03360 -0.30184
C -7.51072 -1.26557 -0.22302
C -6.14352 -1.51661 -0.11714
C -5.21680 -0.47323 -0.14542
C -5.67781 0.84318 -0.15272
C -7.04339 1.12778 -0.23103
Sb -3.12069 -0.88948 -0.49197
C -2.83682 -0.38822 -2.57711
C -3.38018 0.81519 -3.02441
C -3.04445 1.36571 -4.28356
C -2.04315 0.72729 -5.01877
F -1.59414 1.24476 -6.18478
C -1.49266 -0.47986 -4.59928
C -1.86499 -1.00718 -3.35737
C -3.48124 -2.98123 -0.64263
C -3.30783 -3.80338 0.46309
C -3.41102 -5.19104 0.33780
C -3.70442 -5.71628 -0.89542
F -3.72082 -7.03762 -1.11132
C -3.97626 -4.89766 -2.00238
C -3.81917 -3.52452 -1.86353
H -8.20813 -2.09705 -0.26743
H -5.79542 -2.52250 0.07076
H -5.00784 1.71267 -0.15088
H -7.34711 2.17134 -0.30778
H -4.10287 1.36025 -2.37726
H -3.52998 2.27473 -4.54814
H -0.80328 -1.04992 -5.20585
H -1.42641 -1.95087 -3.02373
H -3.08701 -3.38519 1.45102
H -3.28799 -5.78161 1.22431
H -4.34634 -5.31171 -2.92756
H -3.97533 -2.83325 -2.67166
F 0.49548 -6.62406 -1.94203
C 0.72436 -5.37199 -1.44305
C 0.86305 -4.25611 -2.29800
C 0.73409 -2.97324 -1.76541
C 0.48836 -2.79300 -0.41658
C 0.62905 -3.89211 0.41241
C 0.73082 -5.19076 -0.06671
H 1.00326 -4.37942 -3.33890
H 0.85991 -2.11236 -2.42490
H 0.63465 -3.74104 1.47469
H 0.71707 -5.95869 0.66790
O -1.16568 -1.09357 4.05605
N -1.28148 -1.28086 2.84500
O -2.36487 -1.27520 2.15103
O -0.12101 -1.52549 2.16579
*
```

Summary:
**HOMO-LUMO gap**: 6.20 eV
**ΔE to the lowest compared entry with this formula, charge and spin**: 0.0 kJ/mol
**HOMO level**: -7.18 eV

=====

Computed, not measured: C54H42ClN12O3RbS as an isolated structure, with ωB97M-V with the def2-TZVPD basis set.

```
! RIJCOSX wB97M-V def2-TZVPD def2/J DEFGRID3
* xyz -2 1
Rb 0.60098 -0.38961 -0.12042
C 4.91460 0.13063 -2.16797
C 4.12466 0.56949 -1.16542
N 2.92975 1.12733 -1.38010
C 2.70226 1.58807 -2.64137
C 3.65323 1.27513 -3.69684
N 4.63367 0.45866 -3.42061
C 1.49030 2.27697 -3.01167
C 1.32303 2.86708 -4.25676
C 0.09845 3.51552 -4.57012
C -0.80558 3.68011 -3.51492
C -0.53637 3.05702 -2.26626
N 0.51598 2.29210 -2.00994
C -1.68622 3.20747 -1.37527
C -2.98928 3.55458 -1.75449
N -3.96922 3.87641 -0.89882
C -3.61960 3.86540 0.39675
C -2.37816 3.44241 0.80568
N -1.44538 3.05018 -0.04884
C -0.31942 3.79596 -5.92058
C 0.56684 3.52603 -6.95881
C 0.23583 3.77179 -8.26144
N -1.06503 4.03769 -8.56488
C -1.90451 4.34469 -7.62702
C -1.58248 4.27137 -6.25947
H 5.81748 -0.39682 -1.96185
H 4.30348 0.39362 -0.10936
H 3.44265 1.51834 -4.73681
H 2.23344 2.87949 -4.90344
H -1.67485 4.33241 -3.67042
H -3.29761 3.60395 -2.81341
H -4.41522 4.18933 1.07380
H -2.06182 3.60236 1.85331
H 1.58894 3.27234 -6.68444
H 0.92265 3.75117 -9.08897
H -2.94488 4.65955 -7.95584
H -2.26392 4.64324 -5.51098
C 5.19997 -1.54489 2.02971
C 5.69229 -2.62915 1.30912
C 4.86999 -3.29724 0.38297
C 3.54742 -2.90126 0.20288
N 3.00306 -1.96668 1.09865
C 3.83740 -1.36792 1.95256
C 2.60271 -3.57825 -0.72223
C 2.80741 -4.93611 -1.07519
C 1.91178 -5.53364 -1.96170
C 0.85140 -4.75357 -2.52604
C 0.60652 -3.49154 -2.07718
C 1.45363 -2.96531 -1.13363
H 5.81654 -0.96648 2.74751
H 6.67226 -3.05093 1.42833
H 5.27672 -4.14631 -0.08799
H 3.36109 -0.57258 2.52137
H 3.64569 -5.57768 -0.70900
H 1.92917 -6.56901 -2.25486
H 0.28449 -5.18936 -3.31221
H -0.15662 -2.84346 -2.50778
Cl -4.72914 1.67363 6.72312
C -4.34624 0.90532 5.24129
C -4.97130 -0.29448 4.76446
C -4.73435 -0.62995 3.39908
C -3.73918 0.05846 2.68498
N -3.10768 1.09397 3.28518
C -3.33499 1.53685 4.50553
H -5.73988 -0.62136 5.39773
H -5.43496 -1.24943 2.86952
H -3.52045 -0.13859 1.64804
H -2.75745 2.35949 4.89525
N 1.85091 -4.38210 4.64037
C 0.62356 -3.83070 4.35920
C 0.58216 -2.77958 3.40534
N -0.55332 -2.36815 2.90140
C -1.62112 -3.07994 3.21275
C -1.63150 -4.12312 4.12410
N -0.51222 -4.51217 4.77271
H 2.74102 -3.82296 4.48126
H 1.73058 -5.03530 5.40055
H 1.44496 -2.14855 3.23890
H -2.55958 -2.72445 2.86711
H -2.51367 -4.67621 4.42462
N -0.19896 1.41246 2.15638
C 0.87299 1.90261 2.89026
C 2.08235 2.34154 2.27230
C 3.07819 2.89962 3.06309
C 2.85326 3.13467 4.41635
C 1.75725 2.51912 5.06003
C 0.82157 1.87031 4.31672
S 3.96589 4.21846 5.23198
O 3.78134 3.97848 6.64870
O 3.37603 5.39357 4.53375
O 5.38483 4.21105 4.81172
H -0.49053 2.09296 1.43615
H -0.99782 1.15290 2.76314
H 2.14286 2.28494 1.21649
H 3.99602 3.26287 2.61000
H 1.60252 2.78969 6.11017
H -0.04040 1.34620 4.81207
C -4.15537 -4.57797 -0.56877
C -2.79800 -4.51366 -0.11146
C -2.05284 -3.41836 -0.45001
C -2.60147 -2.36632 -1.33015
C -1.88742 -1.32601 -1.79621
C -2.35117 -0.41952 -2.65352
C -3.62675 -0.60177 -3.27889
C -4.44775 -1.61093 -2.78266
C -3.94447 -2.48109 -1.80458
C -4.65576 -3.59154 -1.34608
H -4.72955 -5.50697 -0.45757
H -2.34124 -5.29192 0.42603
H -1.09924 -3.26269 0.05988
H -1.73512 0.42396 -2.91119
H -3.93616 0.14824 -3.97224
H -5.42435 -1.77647 -3.12986
H -5.71848 -3.60926 -1.59189
*
```

Summary:
**HOMO-LUMO gap**: 3.30 eV
**ΔE to the lowest compared entry with this formula, charge and spin**: 410.3 kJ/mol
**HOMO level**: -1.09 eV

=====

Computed, not measured: C54H43AlP3Si as an isolated structure, with ωB97M-V with the def2-TZVPD basis set.

```
! RIJCOSX wB97M-V def2-TZVPD def2/J DEFGRID3
* xyz 1 1
Al 0.00000 0.00000 0.00000
C 5.35165 1.28648 -1.65187
C 4.78364 2.36250 -2.32525
C 3.39475 2.52682 -2.34110
C 2.54960 1.62695 -1.67423
C 3.14390 0.54848 -1.00124
C 4.53104 0.37732 -0.99275
P 0.72893 1.70903 -1.70029
C 0.36100 2.31585 -3.38579
C -0.53666 3.36217 -3.64751
C -0.81081 3.77201 -4.95678
C -0.21254 3.12330 -6.03267
C 0.65170 2.05890 -5.80049
C 0.92862 1.65554 -4.49115
C 0.33196 3.12502 -0.56583
C 0.84112 4.40884 -0.86360
C 0.49020 5.53354 -0.11889
C -0.39321 5.40648 0.93902
C -0.89682 4.14975 1.27479
C -0.52729 2.97936 0.57036
Si -1.12755 1.36083 1.18162
C -2.81444 0.80528 0.70167
C -3.92869 1.35932 1.37130
C -5.22927 0.94419 1.08697
C -5.44880 -0.02898 0.12342
C -4.36722 -0.59019 -0.55483
C -3.03811 -0.20788 -0.27570
P -1.64030 -0.90520 -1.26596
C -2.35686 -0.71204 -2.96630
C -2.50206 -1.76836 -3.87957
C -3.06564 -1.56263 -5.14402
C -3.48661 -0.29341 -5.52539
C -3.34450 0.77105 -4.64258
C -2.78618 0.56243 -3.37801
C -1.60623 -2.71448 -1.08098
C -0.45211 -3.37400 -1.55801
C -0.30888 -4.76011 -1.46050
C -1.31442 -5.51800 -0.87516
C -2.45965 -4.88898 -0.39374
C -2.60250 -3.49930 -0.49488
C -0.76359 0.82398 2.90180
C -0.96098 1.71647 3.97952
C -0.73248 1.33788 5.30324
C -0.30064 0.05349 5.58918
C -0.09994 -0.85272 4.55040
C -0.32862 -0.49899 3.20009
P -0.03770 -1.77714 1.86120
C -0.66344 -3.27806 2.72147
C 0.14366 -4.31238 3.21885
C -0.41612 -5.41949 3.86603
C -1.79346 -5.51188 4.03300
C -2.61437 -4.49338 3.55884
C -2.05311 -3.38791 2.91292
C 1.78757 -1.94954 1.87116
C 2.38089 -2.98234 1.12259
C 3.76767 -3.16295 1.10240
C 4.59366 -2.29744 1.81147
C 4.03420 -1.23906 2.51952
C 2.64673 -1.06241 2.53903
H 6.42951 1.15093 -1.64672
H 5.41798 3.07093 -2.85145
H 2.98693 3.36040 -2.90618
H 2.52902 -0.18784 -0.48788
H 4.96582 -0.47295 -0.47660
H -1.05496 3.87001 -2.83762
H -1.50396 4.59024 -5.13233
H -0.43203 3.43517 -7.04990
H 1.10588 1.53174 -6.63518
H 1.59373 0.80614 -4.34359
H 1.50141 4.56213 -1.71207
H 0.89323 6.50729 -0.38291
H -0.68795 6.28187 1.51148
H -1.59053 4.10497 2.11187
H -3.79591 2.12165 2.13842
H -6.06888 1.38457 1.61790
H -6.46061 -0.34670 -0.11262
H -4.57967 -1.32656 -1.32812
H -2.19348 -2.77935 -3.63215
H -3.17398 -2.40032 -5.82814
H -3.92148 -0.13372 -6.50778
H -3.66232 1.76836 -4.93314
H -2.69399 1.41659 -2.71017
H 0.35592 -2.80242 -2.01338
H 0.59167 -5.23993 -1.83423
H -1.20450 -6.59486 -0.78235
H -3.23960 -5.47685 0.08257
H -3.49961 -3.05515 -0.07822
H -1.30968 2.73208 3.81315
H -0.89675 2.04909 6.10838
H -0.12053 -0.24950 6.61664
H 0.24992 -1.84839 4.81360
H 1.22463 -4.27655 3.13539
H 0.23206 -6.20644 4.24385
H -2.22586 -6.37161 4.53700
H -3.69063 -4.55333 3.69061
H -2.71886 -2.60242 2.55637
H 1.75946 -3.67641 0.56043
H 4.19859 -3.98181 0.53223
H 5.67146 -2.43438 1.79921
H 4.67271 -0.54015 3.05379
H 2.26217 -0.20679 3.08859
H 1.55890 -0.34764 -0.00472
*
```

Summary:
**HOMO-LUMO gap**: 8.09 eV
**HOMO level**: -10.20 eV

=====

- Which value of HOMO level does entry 2 give?
  -1.09 eV